Here is an isolated ion of composition C18H19N2O2 and charge +1 from OMol25. Energies are from ωB97M-V/def2-TZVPD.

Geometry as XYZ:
```
41
Properties=species:S:1:pos:R:3:forces:R:3
O -4.44001 -2.13749 -3.26315 -0.1133 0.2982 0.3715
O 0.18949 -2.21393 -1.95287 -1.2458 1.1289 -0.1135
N 1.86425 -1.45147 3.89645 -0.4482 0.2303 -0.5208
N 1.42172 2.47126 1.63573 -0.6983 0.1066 -0.3954
C -2.71017 -0.35003 -0.59475 -0.0996 0.0193 -0.9861
C -3.44973 -1.71892 -2.43946 -0.2444 0.7092 0.4710
C 3.20804 0.06680 2.01663 1.5248 -0.3906 -0.0804
C -1.39399 -0.83224 -0.76150 0.5910 0.2029 0.6851
C 3.89681 -0.89141 2.77320 -0.5088 0.2929 -0.2018
C 0.57100 -2.38574 -3.33750 -0.0399 -0.9005 0.0675
C 0.60558 3.59445 1.11700 0.6054 1.1683 -0.2188
C -0.79903 2.04388 -0.12569 0.3770 -0.2978 -0.9019
C -3.71474 -0.71813 -1.47704 0.7870 -0.6303 0.0408
C -0.04689 0.88154 0.52670 0.5999 -1.0157 -0.3444
C -2.16931 -2.25067 -2.54544 0.1593 -0.3385 -0.6627
C 3.17575 -1.61961 3.71377 -0.2243 0.4619 -0.2523
C 1.19107 -0.59227 3.11253 1.5276 -0.7134 0.3616
C 1.09194 1.21495 1.42101 -1.3694 0.0781 -0.9633
C 1.84853 0.21548 2.16431 -0.6380 -0.7557 0.5136
C 0.12634 3.27817 -0.28339 -0.5661 -0.8100 0.3725
C -1.12569 -1.76221 -1.77327 0.5227 -0.8747 -0.1734
C -0.28406 -0.43837 0.10396 0.6032 1.5879 0.7828
H 3.77551 0.64505 1.27866 -0.3457 -0.1152 0.2273
H 1.66343 -2.28921 -3.44556 -0.5230 -0.0598 0.3877
H -0.44664 4.12300 -0.66543 0.0324 -0.0321 0.0020
H 0.24947 -3.38689 -3.65368 0.3373 0.1494 -0.0408
H 0.13417 -0.58726 3.28091 -0.4960 0.3332 -0.0836
H -1.96334 -3.04166 -3.26153 -0.1957 0.2063 -0.0001
H 2.19506 2.66802 2.25736 -0.1066 -0.0442 0.0769
H -1.11778 1.73762 -1.16093 -0.0698 0.1121 1.2278
H -2.94806 0.36566 0.17767 0.1477 -0.0077 0.1130
H -1.66302 2.27007 0.51995 0.1124 0.2857 -0.5828
H 0.07864 -1.67975 -3.99551 -0.0852 0.3794 0.0850
H 4.95325 -1.07790 2.62094 -0.0983 0.1190 0.0305
H -4.70082 -0.28543 -1.44780 -0.1716 0.0907 0.2747
H -0.25513 3.76795 1.80164 0.6070 -0.1456 -0.3855
H 3.65810 -2.35711 4.34275 -0.0021 -0.0027 0.0139
H 1.19907 4.53375 1.06117 -0.0726 -0.8038 0.5151
H -5.26610 -1.66654 -3.01933 0.6507 -0.4897 -0.2964
H 0.43039 -1.23109 0.37207 -0.3027 0.4318 -0.0211
H 0.96686 3.08771 -0.99060 -0.5202 0.0359 0.6046
```
Forces are in eV/Å.

As for the relative energy (zero: lowest compared OMol25 entry of this formula, charge and spin): 15.21 kJ/mol. As for the spin multiplicity: 1. The orbital gap comes out at 7.044 eV. The net charge is +1.

Atom charges from the Mulliken analysis, given in e for atoms 1 to 4: -0.5266 -0.4227 -0.5900 -0.0552

=====

Here is a 2-piece molecular cluster, C4H9N2 overall from OMol25. Energies are from ωB97M-V/def2-TZVPD.

Geometry as XYZ:
```
15
Properties=species:S:1:pos:R:3:forces:R:3
N 1.38685 -1.50342 0.62093 1.8000 -3.4218 0.8359
N -2.24228 1.88594 -0.07100 -3.4806 1.1052 1.1598
C -0.93351 1.87892 0.00510 2.5910 0.3440 0.4526
C 1.40848 -2.88432 0.01277 -0.9912 2.1874 1.3886
C -0.01753 1.25820 -0.93049 2.4432 -1.8007 3.2086
C 0.89407 -2.70235 1.25845 2.0778 0.6869 -4.7562
H 0.65296 0.31281 -0.39544 -1.4283 1.9504 -1.1507
H -0.33761 0.81210 -1.79823 -1.3468 -0.8215 -2.0173
H 1.68954 -3.35813 -0.96288 -0.2858 0.5847 1.2649
H 0.48577 -3.24072 2.04578 -0.7919 -0.0877 1.8120
H 0.74209 1.95972 -1.16328 0.9881 0.5740 -0.4382
H -2.69794 2.62160 0.47526 0.0585 -0.6747 -0.4457
H -2.83464 1.47845 -0.75393 0.0428 -0.4188 -0.6821
H 2.34084 -1.10438 0.92613 -1.7854 0.0329 -0.4390
H -0.53708 2.58558 0.73083 0.1086 -0.2402 -0.1932
```
Forces are in eV/Å.

As for the relative energy (zero: lowest compared OMol25 entry of this formula, charge and spin): 386.67 kJ/mol. As for the spin multiplicity: 3. The orbital gap (alpha / beta) comes out at 2.814 / 6.262 eV. The net charge is +1.

Atom charges from the Mulliken analysis, given in e for atoms 1 to 4: -0.2873 -0.3733 -0.1529 0.0206

=====

Here is one molecule with the formula C10H13Cl2P from OMol25. Energies are from ωB97M-V/def2-TZVPD.

Geometry as XYZ:
```
26
Properties=species:S:1:pos:R:3:forces:R:3
Cl 4.53839 1.58213 0.75448 -0.2061 -0.1509 -0.1641
Cl 4.14653 -0.35254 -1.40227 -0.2635 0.4578 0.4865
P 3.30998 -1.02524 1.45359 0.3345 0.7551 0.1397
C 1.23950 -1.69726 -0.35612 1.6083 -1.3163 2.1001
C 1.00396 2.13061 0.14141 0.0928 1.8947 0.8135
C 0.70942 -0.32747 -0.33699 1.5469 -0.5908 -1.6381
C 1.43173 0.82605 -0.35350 0.0498 -0.1108 -0.0082
C 2.27114 -2.05101 0.52544 -0.6663 -1.6227 -0.7282
C -0.74092 -0.16124 -0.35262 -2.3698 -2.6826 0.7883
C -1.18071 1.02115 0.51287 -0.7710 -1.2153 2.1691
C 3.71380 0.12822 0.25252 1.1935 -0.9791 0.3672
C -0.49134 2.24638 0.04292 -0.9591 4.2756 1.2858
C 0.49388 -2.96046 -0.82963 -1.8872 1.8150 2.2095
H -0.95022 0.88260 1.67777 -0.3171 -0.1845 -2.5005
H 1.46987 2.27834 1.17081 -1.1804 -0.5901 -0.5010
H -0.31952 -3.24925 -0.07675 0.6322 0.7400 -1.1581
H -0.88351 2.49538 -0.96319 0.7607 -0.2058 0.1441
H -1.17018 -0.21787 -1.39799 0.5602 0.9549 0.7871
H 2.31589 1.02831 -0.84454 1.6673 -0.8709 -1.0715
H 0.10502 -2.69431 -1.75563 -1.4102 0.0483 -1.7319
H -1.23196 -1.13508 0.01986 0.5940 1.4221 0.0658
H 1.47283 3.07495 -0.27418 -0.3038 -1.4300 -0.6174
H -2.27463 0.97535 0.42104 0.1643 0.8464 0.1975
H 2.33473 -3.17673 0.78971 -0.0686 1.9214 -0.4719
H 0.99174 -3.87562 -0.94822 1.6655 -0.7540 -0.0433
H -0.67581 3.27882 0.63772 -0.4670 -2.4272 -0.9199
```
Forces are in eV/Å.

As for the relative energy (zero: lowest compared OMol25 entry of this formula, charge and spin): 296.39 kJ/mol. As for the spin multiplicity: 1. The orbital gap (alpha / beta) comes out at 7.786 / 7.785 eV.

Atom charges from the Mulliken analysis, given in e for atoms 1 to 4: -0.1340 -0.1236 -0.2117 0.3773

=====

Here is C53H51Cl4N4Si4TeTi as an isolated structure from OMol25. Energies are from ωB97M-V/def2-TZVPD.

Geometry as XYZ:
```
118
Properties=species:S:1:pos:R:3:forces:R:3
Te 1.28699 -1.06078 0.24720 -0.1282 0.1912 -0.2455
Ti -1.01946 -0.31209 -1.07051 2.5710 0.1855 -0.7203
Cl 5.65504 1.65500 -7.22475 -0.0270 -0.0423 -0.5493
Cl -8.28767 -0.88541 4.96533 1.3881 -0.1811 -0.6986
Cl -2.59760 8.96871 -2.47520 0.0523 -0.8230 0.3423
Cl -0.10166 -9.68643 -1.01753 0.0292 -0.2560 0.0176
Si 1.74368 2.49673 2.29942 0.1817 -0.8743 0.2278
Si 4.58361 -0.05293 1.95814 0.5598 0.5192 -0.3413
Si 1.32861 -1.04614 3.98759 0.3184 -0.4158 0.7913
Si 2.21049 0.20505 2.21169 0.5379 -0.1407 -0.3213
N -2.14588 -1.83443 -0.56043 -1.4153 -1.8308 -0.0516
N -0.60675 1.15322 -2.55668 -0.6838 1.2884 0.9234
N -0.21472 -1.71498 -2.64592 -1.4725 0.6075 1.6276
N -2.27913 1.01944 -0.09229 -0.6202 2.0766 -0.1803
C -3.10196 5.02074 -2.59055 -0.7962 -2.7827 -0.0666
C -3.13423 -1.71689 0.42226 0.4289 -1.3860 1.4642
C 0.34889 2.30028 -4.33084 -1.0276 2.2523 0.1979
C -3.52361 -3.09941 0.82347 -1.4235 2.6874 0.6715
C -1.46064 5.47392 -0.84774 -0.8266 -0.1641 -1.0650
C 0.57855 -3.63311 -3.58908 0.1788 0.2431 -1.3383
C -2.49076 7.24090 -2.06974 -0.0960 0.6457 0.0611
C -2.45008 2.40404 -0.43226 1.4926 -1.4200 -0.4784
C -0.50696 3.14335 -3.66289 0.1991 1.4069 0.6057
C -0.53583 -0.90840 3.77013 0.0313 1.0566 2.0389
C -4.66772 -0.74015 2.18768 0.2190 -0.2029 -0.1858
C -4.44076 -0.73107 3.56983 -1.0097 -0.8099 -1.0205
C -0.35267 -8.00133 -1.28498 -0.8280 0.7649 -0.7742
C -0.27096 -3.07128 -2.54796 0.1620 0.8030 -1.0293
C 0.34421 -7.07431 -0.51418 -0.4053 0.9262 -0.0197
C 2.18112 0.16269 -4.93237 -2.6098 -0.3725 1.5050
C 5.47381 0.74670 3.43392 0.1471 1.0112 -0.4353
C -3.41887 3.00884 0.39183 0.6333 -1.5289 1.1707
C -3.85986 2.06033 1.27756 0.6937 -2.1737 -0.7943
C -1.11610 -3.81893 -1.71254 1.1534 0.2435 -0.2037
C -2.18087 4.60420 -1.67682 2.5451 -2.9768 1.9952
C 4.27534 0.98823 -6.39736 1.4802 0.3544 -0.1282
C -1.76435 3.05813 -1.48954 -3.3036 2.4260 1.0379
C -0.03326 2.94242 2.09860 -0.0266 -1.2037 -0.1290
C 2.37793 2.91832 4.01676 -0.3456 0.4860 -0.9184
C 0.09598 -5.70561 -0.66197 -0.9510 -1.9300 -0.8524
C -2.98290 -3.92550 -0.04180 0.9917 -2.5968 -0.2469
C -3.13602 0.76150 0.93713 -1.8593 0.6294 -1.1432
C 3.27384 0.33491 -7.04978 -0.5127 0.0440 -2.0669
C 5.41930 0.78553 0.41480 -2.1689 -0.4747 0.6677
C -6.81171 -0.93597 3.89549 -1.9104 0.9850 0.5905
C -5.97770 -0.74525 1.70140 0.6543 0.1476 -0.4216
C 2.58175 3.34675 0.90954 0.4096 -1.4084 -1.7969
C -3.27733 6.35544 -2.78305 -0.1339 1.0283 -0.3065
C 1.04342 -2.59065 -4.34081 1.2672 0.8872 1.8127
C -3.58581 -0.62396 1.15142 1.0406 1.8701 0.2975
C 1.81833 -0.36022 5.73551 1.1796 0.7145 -0.8591
C -2.00579 -3.22998 -0.84044 -1.1127 1.7114 0.3305
C 2.18112 -0.07033 -6.31864 -1.1885 -1.2359 -0.2795
C -1.63056 6.81358 -1.05713 -0.9840 -0.0235 -1.5442
C 1.86591 -2.89097 3.94182 -2.7521 0.1061 1.4038
C 0.62423 -1.31758 -3.64054 -0.5087 -3.1026 -0.3050
C -0.81893 -5.30456 -1.65923 -0.0971 2.3056 1.3783
C -1.30409 -7.58020 -2.22364 0.5869 2.4172 0.6678
C -5.56235 -0.77230 4.41026 0.6422 0.1359 0.7132
C 3.26641 0.69691 -4.23794 0.1272 -0.2542 -3.7937
C 4.33327 1.11761 -5.04303 -1.5625 -0.3849 1.3165
C -7.04435 -0.85117 2.54388 -0.1282 -0.2277 -0.1122
C 0.90751 -0.03646 -3.98524 2.6606 -1.2654 -2.6653
C 0.22555 1.09852 -3.61053 0.4029 -0.6077 0.3814
C -1.02074 2.50985 -2.46491 1.6598 -2.1923 -2.7826
C -1.53035 -6.16130 -2.43060 0.4524 -3.1779 -0.1215
C 5.13487 -1.83062 2.02310 0.3543 0.1886 0.1058
H -3.44663 -0.90308 3.93006 0.4166 0.6093 0.3471
H -0.45446 2.49838 1.18522 -0.0260 -0.1420 0.4942
H -1.04074 -1.53255 4.54663 0.1653 0.1489 -0.8209
H 1.86499 -2.58971 -5.05563 -0.5997 -0.2466 -0.1727
H 1.54837 -3.40898 3.04473 0.4296 0.0794 -0.4672
H -6.14888 -0.61800 0.63784 0.0651 -0.1333 0.0350
H -3.62968 4.04011 0.43132 -0.4602 0.8727 -0.2446
H 5.37128 1.85454 3.46864 -0.0678 -0.6131 -0.0514
H 2.89804 -2.98186 4.18264 0.8271 -0.3883 0.0469
H 2.50582 4.38750 0.86424 -0.4634 1.8599 0.2053
H 0.98256 -7.39817 0.28232 0.3382 -0.2769 0.1595
H 5.24443 -2.08751 3.08114 -0.5050 -0.4585 -0.1243
H 1.68092 0.73980 5.73721 -0.2103 -0.5337 0.0544
H 5.02649 1.78284 0.45027 -0.0140 0.7872 -0.1920
H 5.17699 0.39689 -0.57146 -0.0155 -0.2935 0.0601
H 5.16692 0.36111 4.39573 -0.1953 -0.1829 0.2923
H 1.20751 -3.42038 4.74948 1.3257 0.9347 -0.9822
H 4.47047 -2.46061 1.43490 0.0621 -0.3736 0.3033
H -0.82260 -1.09804 2.76390 -0.4939 -0.4469 -0.7662
H 0.94095 2.60676 -5.21311 -0.4393 -0.7714 0.7354
H -5.50801 -0.57223 5.46819 0.4073 -0.4517 0.2501
H 6.55003 0.56989 3.33324 -0.0315 -0.1345 -0.0105
H -4.18553 -3.28994 1.67330 0.1434 -0.0759 -0.6045
H -0.73852 4.19580 -3.86108 0.3019 -0.5088 -0.1714
H -3.17490 -5.01129 -0.04945 0.4647 0.6779 -0.1259
H 5.13397 1.62536 -4.61008 1.3232 0.5901 0.6181
H -1.04971 7.51081 -0.56616 0.9983 1.4136 1.1255
H 1.26781 -0.77167 6.58434 0.1678 -0.1592 -0.1218
H 3.28419 0.25147 -8.16999 0.0922 -0.0686 1.3276
H 6.15700 -1.90307 1.63704 -0.1313 0.0358 -0.2470
H 0.08146 3.96211 1.88371 -0.3099 1.8780 -0.1269
H -3.98371 6.71217 -3.49933 -0.3093 0.2942 -0.3297
H 3.63429 3.16612 0.97316 0.8604 -0.1757 0.0985
H 1.60007 2.52858 4.62512 -0.4675 -0.8344 0.9348
H 2.39518 3.94095 4.30796 0.0488 1.2508 -0.1622
H -8.02432 -0.80426 2.13625 -0.7418 -0.1472 -0.0551
H -4.70778 2.17605 1.93195 0.1920 -0.1705 0.3616
H -2.22666 -5.81856 -3.19889 0.1323 -0.1087 0.4000
H 0.73947 -4.69110 -3.83826 -0.1478 0.6097 0.4265
H 3.24410 0.78580 -3.20849 0.0182 0.3084 1.9031
H 0.47950 -5.03132 0.06986 0.4014 0.6200 0.0288
H 3.34534 2.53420 4.25448 0.4825 -0.6567 0.2126
H -1.93850 -8.24873 -2.72672 -0.3976 -1.0282 -0.6475
H 1.37300 -0.66580 -6.89864 1.1107 1.3520 1.4724
H 2.94379 -0.44597 5.87819 -1.3042 -0.2881 0.0103
H -0.77068 5.13688 -0.10577 0.2925 -0.3876 0.2653
H 2.31354 2.98388 -0.12535 -0.0527 0.0787 1.0739
H 6.45922 0.83797 0.56185 1.4413 -0.0844 0.1800
H -3.68428 4.14809 -3.02771 0.5495 1.7163 -0.0473
H -0.63614 2.79822 2.98353 -0.4048 -0.0943 0.0175
H -0.82473 0.14941 4.02337 0.2137 -0.7620 -0.3203
```
Forces are in eV/Å.

As for the relative energy (zero: lowest compared OMol25 entry of this formula, charge and spin): 265.34 kJ/mol. As for the spin multiplicity: 2. The orbital gap (alpha / beta) comes out at 5.435 / 5.501 eV.

Atom charges from the Mulliken analysis, given in e for atoms 1 to 4: -0.3134 0.7018 -0.2265 -0.2285

=====

Q: Look up the relative energy (zero: lowest compared OMol25 entry of this formula, charge and spin) of the fourth one.
A: 265.34 kJ/mol